Below is one molecule with the formula C19H19N3O5S in a non-equilibrium geometry, with properties calculated with wB97M-V/def2-TZVPD.

Last columns: bonded neighbours and bond lengths (Å).
CARTESIAN COORDINATES (ANGSTROEM)
1 C 6.207 1.544 0.349  C2 1.496, H29 1.089, H30 1.089, H31 1.086
2 C 4.757 1.205 0.195  C1 1.496, C3 1.391, C27 1.401
3 C 3.927 2.020 -0.567  C2 1.391, C4 1.384, H32 1.080
4 C 2.584 1.726 -0.725  C3 1.384, C5 1.379, H33 1.077
5 C 2.079 0.604 -0.103  C4 1.379, S6 1.775, C26 1.380
6 S 0.375 0.166 -0.334  C5 1.775, O7 1.432, O8 1.437, N9 1.695
7 O -0.435 1.327 -0.553  S6 1.432
8 O -0.026 -0.756 0.694  S6 1.437
9 N 0.463 -0.629 -1.829  S6 1.695, C10 1.446, H34 1.011
10 C 1.053 -1.945 -1.723  N9 1.446, C11 1.529, H35 1.093, H36 1.093
11 C 0.349 -2.812 -0.680  C10 1.529, O12 1.199, O13 1.335
12 O 0.903 -3.448 0.172  C11 1.199
13 O -0.968 -2.798 -0.897  C11 1.335, C14 1.423
14 C -1.798 -3.327 0.131  O13 1.423, C15 1.484, H37 1.098, H38 1.094
15 C -3.009 -2.476 0.242  C14 1.484, N16 1.294, O25 1.345
16 N -4.212 -2.868 0.515  C15 1.294, N17 1.343
17 N -4.986 -1.770 0.538  N16 1.343, C18 1.302
18 C -4.220 -0.752 0.271  N17 1.302, C19 1.445, O25 1.355
19 C -4.621 0.634 0.181  C18 1.445, C20 1.396, C24 1.394
20 C -5.969 0.958 0.343  C19 1.396, C21 1.380, H39 1.078
21 C -6.371 2.276 0.262  C20 1.380, C22 1.387, H40 1.080
22 C -5.437 3.274 0.021  C21 1.387, C23 1.386, H41 1.080
23 C -4.099 2.952 -0.137  C22 1.386, C24 1.383, H42 1.079
24 C -3.682 1.635 -0.058  C19 1.394, C23 1.383, H43 1.080
25 O -2.939 -1.143 0.069  C15 1.345, C18 1.355
26 C 2.880 -0.221 0.661  C5 1.380, C27 1.389, H44 1.080
27 C 4.229 0.067 0.819  C2 1.401, C26 1.389, C28 1.496
28 C 5.096 -0.831 1.643  C27 1.496, H45 1.089, H46 1.089, H47 1.086
29 H 6.455 1.686 1.399  C1 1.089
30 H 6.831 0.736 -0.030  C1 1.089
31 H 6.451 2.454 -0.192  C1 1.086
32 H 4.340 2.897 -1.043  C3 1.080
33 H 1.924 2.347 -1.307  C4 1.077
34 H -0.460 -0.648 -2.242  N9 1.011
35 H 2.099 -1.828 -1.430  C10 1.093
36 H 1.006 -2.441 -2.696  C10 1.093
37 H -1.235 -3.318 1.073  C14 1.098
38 H -2.095 -4.354 -0.105  C14 1.094
39 H -6.674 0.163 0.530  C20 1.078
40 H -7.413 2.530 0.387  C21 1.080
41 H -5.756 4.305 -0.041  C22 1.080
42 H -3.371 3.727 -0.321  C23 1.079
43 H -2.637 1.389 -0.176  C24 1.080
44 H 2.434 -1.083 1.134  C26 1.080
45 H 5.921 -1.221 1.049  C28 1.089
46 H 5.524 -0.284 2.483  C28 1.089
47 H 4.520 -1.667 2.030  C28 1.086

Values from the calculation:
Energy above the lowest of the compared OMol25 structures with the same formula, charge and spin ... 229.0 kJ/mol
SMILES ... Cc1ccc(S(=O)(=O)NCC(=O)OCc2nnc(-c3ccccc3)o2)cc1C
Spin multiplicity ... 1
HOMO ... -8.68 eV
Gap between HOMO and LUMO ... 9.20 eV
Total energy ... -45553.9989 eV

For reference, the Löwdin charges in units of e are: C -0.04; C -0.22; C -0.02; C -0.04; C -0.28; S 0.69; O -0.28; O -0.26; N -0.10; C -0.12; C -0.52; O 0.13; O 0.00; C -0.06; C -0.30; N 0.10; N 0.10; C -0.27; C -0.15; C -0.02; C -0.08; C -0.08; C -0.07; C -0.01; O 0.15; C -0.02; C -0.21; C -0.04; H 0.09; H 0.09; H 0.08; H 0.11; H 0.12; H 0.11; H 0.12; H 0.14; H 0.14; H 0.15; H 0.11; H 0.10; H 0.10; H 0.11; H 0.08; H 0.12; H 0.09; H 0.09; H 0.08